{"formula": "C3H6N3O", "method": "wB97M-V/def2-TZVPD", "elements": ["C", "C", "C", "N", "N", "N", "O", "H", "H", "H", "H", "H", "H"], "positions_angstrom": [[1.56, 0.16, -0.26], [0.93, -2.03, -0.68], [-0.83, -0.38, 0.34], [1.89, -1.18, -0.57], [0.30, 0.35, 0.17], [-1.96, 0.34, 0.34], [0.54, -3.11, -0.55], [2.36, 0.91, -0.39], [-0.79, -1.39, 0.74], [2.72, -1.37, -1.15], [-0.04, 1.27, 0.13], [-2.86, -0.07, 0.26], [-1.96, 1.17, -0.35]], "lowdin_charge": [-0.058, -0.248, -0.149, 0.132, 0.064, 0.122, 0.228, 0.155, 0.141, 0.197, 0.136, 0.113, 0.166], "fmax_ha_per_bohr": 0.066, "charge": 1, "multiplicity": 1, "orbital_gap_ev": [7.436, 6.906], "homo_ha": [-0.432, -0.428], "e_above_lowest_kcal_mol": 70.6}